(1)
{
  "formula": "C3H3F3O",
  "method": "ωB97M-V with the def2-TZVPD basis set",
  "total_energy_ev": -13358.1291,
  "e_lumo_ev": 0.9,
  "de_lowest_kcal_mol": 30.4,
  "gap_ev": 10.76,
  "symbols": ["C", "C", "F", "O", "C", "F", "F", "H", "H", "H"],
  "xyz": [[0.0930, 1.0733, -1.7753], [-0.1369, 0.6228, -0.5517], [-1.1217, 1.0116, 0.2163], [0.6129, -0.4608, 0.0708], [0.0229, -1.1063, 1.2948], [0.7151, -2.2196, 1.3906], [0.3333, -0.3561, 2.4088], [-0.3840, 1.9318, -2.1129], [0.8993, 0.5565, -2.2339], [-1.0339, -1.0531, 1.2925]]
}



(2)
{
  "formula": "C3H3FHgO2",
  "method": "ωB97M-V with the def2-TZVPD basis set",
  "total_energy_ev": -14134.1516,
  "e_lumo_ev": [-6.2, -6.4],
  "de_lowest_kcal_mol": 58.1,
  "total_charge": 1,
  "spin_multiplicity": 2,
  "gap_ev": [7.36, 9.49],
  "symbols": ["F", "H", "H", "O", "O", "C", "C", "C", "H", "Hg"],
  "xyz": [[-4.3900, 0.8258, 0.8691], [-4.3487, 2.5997, -2.1420], [-3.7081, 0.6887, -0.1486], [-1.5400, 0.9931, -1.5124], [-2.2577, 2.9394, -2.2221], [-2.9373, 0.9022, -1.6102], [-3.3568, 2.1242, -2.1421], [-1.1519, 2.2323, -1.8853], [-3.2817, -0.0654, -1.9806], [0.7130, 2.9380, -1.9599]]
}



(3)
{
  "formula": "C3H3FN2O",
  "method": "ωB97M-V with the def2-TZVPD basis set",
  "total_energy_ev": -10895.4952,
  "e_lumo_ev": [-0.5, -2.1],
  "de_lowest_kcal_mol": 94.1,
  "spin_multiplicity": 3,
  "gap_ev": [7.80, 7.17],
  "symbols": ["C", "C", "C", "N", "N", "O", "F", "H", "H", "H"],
  "xyz": [[0.1212, -1.4943, -0.7515], [-0.4936, -0.4970, -1.3084], [0.5032, 0.1421, 1.1996], [-0.8318, 0.7391, -0.6975], [-0.2736, 1.0882, 0.3671], [-0.2810, 2.2854, 0.7054], [1.7582, 0.6346, 1.2520], [0.3048, -2.4354, -0.3732], [-0.8052, -0.3913, -2.4344], [-0.0022, -0.0714, 2.0409]]
}



(4)
{
  "formula": "C3H3FN2O2",
  "method": "ωB97M-V with the def2-TZVPD basis set",
  "total_energy_ev": -12950.9197,
  "e_lumo_ev": 0.6,
  "de_lowest_kcal_mol": 45.0,
  "gap_ev": 9.54,
  "symbols": ["O", "C", "N", "N", "C", "O", "C", "F", "H", "H", "H"],
  "xyz": [[-1.1940, -1.3058, 1.7399], [-0.6820, -0.6456, 0.6946], [-1.3976, -0.3698, -0.3288], [-0.5869, 0.3499, -1.1425], [0.6546, 0.5142, -0.6213], [1.6456, 1.1530, -1.2588], [0.6803, -0.1038, 0.5559], [1.6412, -0.1622, 1.4730], [-2.1933, -1.3043, 1.6111], [-0.9945, 0.6696, -2.0231], [2.4266, 1.2048, -0.7001]]
}



(5)
{
  "formula": "C3H3FN4",
  "method": "ωB97M-V with the def2-TZVPD basis set",
  "total_energy_ev": -11829.2099,
  "e_lumo_ev": [0.5, -4.7],
  "de_lowest_kcal_mol": 8.1,
  "spin_multiplicity": 3,
  "gap_ev": [8.61, 5.88],
  "symbols": ["C", "C", "C", "N", "N", "N", "N", "F", "H", "H", "H"],
  "xyz": [[1.5751, -1.1534, 0.2857], [1.3123, 1.2491, 0.2816], [0.9845, 0.0130, 0.9419], [2.1485, -1.9593, -0.2675], [1.5479, 2.2898, -0.0890], [0.2500, -0.2643, 1.9125], [-2.1292, -0.3937, -1.2821], [-1.8047, 0.8544, -0.6724], [-0.2307, 0.5073, 2.4083], [-1.2199, -0.9411, -1.2049], [-2.4337, -0.2018, -2.3142]]
}



(6)
{
  "formula": "C3H3FNiO2",
  "method": "ωB97M-V with the def2-TZVPD basis set",
  "total_energy_ev": -50999.4204,
  "e_lumo_ev": [-7.5, -9.1],
  "de_lowest_kcal_mol": 0.0,
  "total_charge": 1,
  "spin_multiplicity": 4,
  "gap_ev": [3.91, 5.29],
  "symbols": ["F", "H", "H", "O", "O", "C", "C", "C", "H", "Ni"],
  "xyz": [[4.2928, 0.1512, 1.2823], [4.9964, -1.3573, -1.6278], [3.6655, 0.2459, 0.2319], [1.8198, -0.5269, -1.4079], [3.0960, -2.2128, -1.9900], [3.1478, -0.0828, -1.3253], [3.9294, -1.1435, -1.7879], [1.8112, -1.8157, -1.8160], [3.2820, 0.9536, -1.6406], [0.2743, -2.9262, -2.1119]]
}



(7)
{
  "formula": "C3H3FO2",
  "method": "ωB97M-V with the def2-TZVPD basis set",
  "total_energy_ev": -9967.2952,
  "e_lumo_ev": -0.5,
  "de_lowest_kcal_mol": 98.4,
  "gap_ev": 10.54,
  "symbols": ["C", "C", "C", "O", "O", "F", "H", "H", "H"],
  "xyz": [[1.6173, -0.1328, 0.3687], [0.3028, -0.5261, 0.2659], [-0.7077, 0.3984, -0.2965], [-0.4407, 1.4566, -0.7905], [-1.9216, -0.1152, -0.0576], [-3.1378, 0.5700, -0.4770], [2.2929, -0.9273, 0.5293], [2.1395, 0.7237, -0.1889], [-0.1447, -1.4473, 0.6465]]
}



(8)
{
  "formula": "C3H3FO2Rb",
  "method": "ωB97M-V with the def2-TZVPD basis set",
  "total_energy_ev": -10619.2342,
  "e_lumo_ev": -4.2,
  "de_lowest_kcal_mol": 0.0,
  "total_charge": 1,
  "gap_ev": 9.26,
  "symbols": ["H", "F", "O", "O", "C", "C", "C", "H", "H", "Rb"],
  "xyz": [[-0.0911, 1.3089, 1.5102], [0.1927, -0.2916, -2.2571], [0.3407, 1.3842, -0.6851], [0.7171, -0.5087, 0.5264], [-0.4748, 0.3719, -1.2921], [-0.6350, -0.3269, 0.0592], [0.1645, 0.7987, 0.5626], [-1.3957, 0.7989, -1.7053], [-1.4230, -0.9685, 0.4448], [2.6047, -2.5669, 2.8364]]
}



(9)
{
  "formula": "C3H3FO3S",
  "method": "ωB97M-V with the def2-TZVPD basis set",
  "total_energy_ev": -22852.9975,
  "e_lumo_ev": 0.4,
  "de_lowest_kcal_mol": 31.8,
  "gap_ev": 10.23,
  "symbols": ["C", "C", "C", "O", "O", "O", "F", "S", "H", "H", "H"],
  "xyz": [[0.6775, -0.6816, -0.1200], [1.4041, 0.5651, 0.3426], [0.8983, 1.7120, 0.0420], [0.3698, 2.7013, -0.2629], [-0.5378, -0.8662, 0.5706], [-2.9449, -0.7048, 0.8832], [-1.9766, -0.9146, -1.4227], [-1.9327, -0.1167, 0.0865], [0.4824, -0.6369, -1.1984], [1.3063, -1.5509, 0.0856], [2.2535, 0.4932, 0.9936]]
}



(10)
{
  "formula": "C3H3FS2",
  "method": "ωB97M-V with the def2-TZVPD basis set",
  "total_energy_ev": -27543.3281,
  "e_lumo_ev": 0.1,
  "de_lowest_kcal_mol": 73.2,
  "gap_ev": 8.43,
  "symbols": ["S", "C", "C", "C", "H", "H", "F", "S", "H"],
  "xyz": [[0.4964, -2.1380, 0.6648], [0.8788, -0.6854, 0.0529], [0.4473, 0.4526, -0.6252], [1.7075, 0.4031, -0.3036], [-0.3378, 0.8335, -1.1066], [2.7658, 0.7049, -0.3146], [-2.8145, -0.2175, 1.0097], [-2.8311, -1.4177, -0.1280], [-1.8083, -1.8810, 0.5593]]
}



(11)
{
  "formula": "C3H3FS2",
  "method": "ωB97M-V with the def2-TZVPD basis set",
  "total_energy_ev": -27544.3378,
  "e_lumo_ev": 0.5,
  "de_lowest_kcal_mol": 49.9,
  "gap_ev": 9.37,
  "symbols": ["F", "C", "C", "C", "S", "S", "H", "H", "H"],
  "xyz": [[-1.0831, 3.5107, 0.4862], [-0.7618, 2.3669, -0.0500], [-0.5756, 1.2640, -0.4198], [-0.1359, -0.0755, -0.7508], [1.3109, -0.6815, 0.2919], [0.5926, -2.0897, 1.5639], [-1.0031, -0.8085, -0.6299], [0.3848, -0.2006, -1.7429], [1.2711, -3.2858, 1.2514]]
}



(12)
{
  "formula": "C3H3FeO2",
  "method": "ωB97M-V with the def2-TZVPD basis set",
  "total_energy_ev": -41629.9486,
  "e_lumo_ev": [-5.0, -9.0],
  "de_lowest_kcal_mol": 0.0,
  "total_charge": 1,
  "spin_multiplicity": 7,
  "gap_ev": [8.63, 6.39],
  "symbols": ["C", "C", "H", "H", "H", "O", "C", "O", "Fe"],
  "xyz": [[0.3083, 0.4247, 0.6028], [1.4523, 0.6828, -0.0350], [1.5719, 0.4434, -1.0929], [0.1425, 0.7358, 1.6359], [2.3007, 1.1299, 0.4847], [-1.9306, -0.3768, 0.5016], [-0.7706, -0.3903, -0.0110], [-0.5761, -1.0351, -1.0854], [-2.4985, -1.6145, -1.0008]]
}



(13)
{
  "formula": "C3H3HgLiO3",
  "method": "ωB97M-V with the def2-TZVPD basis set",
  "total_energy_ev": -13670.4773,
  "e_lumo_ev": [-4.4, -5.3],
  "de_lowest_kcal_mol": 66.9,
  "total_charge": 1,
  "spin_multiplicity": 2,
  "gap_ev": [7.51, 7.50],
  "symbols": ["O", "Hg", "C", "C", "O", "C", "H", "H", "H", "Li", "O"],
  "xyz": [[-0.1242, 1.3462, -0.2570], [-1.2073, 0.5944, 1.8226], [0.2797, 0.9884, -1.7673], [0.2761, 0.0203, -0.0092], [-0.1190, -0.1648, -2.1920], [-0.2767, -0.9928, -0.9885], [-1.3414, -1.2280, -0.8810], [0.3383, -1.8937, -1.0849], [1.7192, -0.3486, 1.2712], [2.2339, 1.6857, -0.2764], [1.6479, -0.0700, 0.3513]]
}



(14)
{
  "formula": "C3H3HgO3",
  "method": "ωB97M-V with the def2-TZVPD basis set",
  "total_energy_ev": -13473.4606,
  "e_lumo_ev": [0.1, -2.9],
  "de_lowest_kcal_mol": 34.3,
  "spin_multiplicity": 2,
  "gap_ev": [9.13, 6.25],
  "symbols": ["H", "O", "C", "C", "O", "C", "O", "Hg", "H", "H"],
  "xyz": [[-2.1388, -3.1363, -0.2584], [0.5863, 1.8165, -1.0653], [0.9959, 2.1350, -0.0062], [1.2294, 1.9438, 1.2789], [-1.3973, -1.3332, -0.7988], [-1.2279, -2.4911, -0.2993], [-0.1395, -3.0063, -0.0366], [-0.6900, 0.0550, -2.3980], [0.5563, 2.4011, 2.0049], [2.2256, 1.6158, 1.5789]]
}



(15)
{
  "formula": "C3H3I2N",
  "method": "ωB97M-V with the def2-TZVPD basis set",
  "total_energy_ev": -20849.0046,
  "e_lumo_ev": -0.6,
  "de_lowest_kcal_mol": 24.7,
  "gap_ev": 9.21,
  "symbols": ["C", "C", "C", "N", "I", "I", "H", "H", "H"],
  "xyz": [[-0.1549, -0.4661, -1.5753], [0.3840, 0.8119, 0.7608], [-0.3224, -0.7148, -0.1655], [0.1339, -0.3410, -2.6840], [-1.1854, 2.2626, 0.8836], [0.7215, -2.5300, 0.5228], [0.6478, 0.6267, 1.8707], [1.1902, 1.1627, 0.1980], [-1.4148, -0.8119, 0.1887]]
}



(16)
{
  "formula": "C3H3INO4",
  "method": "ωB97M-V with the def2-TZVPD basis set",
  "total_energy_ev": -20937.4015,
  "e_lumo_ev": 2.7,
  "total_charge": -1,
  "gap_ev": 7.87,
  "symbols": ["C", "C", "C", "N", "O", "O", "O", "O", "I", "H", "H", "H"],
  "xyz": [[-0.0176, -1.3567, 1.5999], [-0.7983, 0.4574, -0.5136], [0.7563, -0.4751, 0.5742], [-0.2973, 1.4202, -1.4085], [0.7747, -1.8900, 2.3754], [-1.2068, -1.5578, 1.4316], [0.0222, 2.5529, -0.9376], [-0.1692, 1.1498, -2.5680], [2.1354, -1.3036, -0.8302], [-1.0835, -0.3354, -1.0183], [-1.2507, 0.7491, 0.4411], [1.1349, 0.5893, 0.8540]]
}



(17)
{
  "formula": "C3H3IO",
  "method": "ωB97M-V with the def2-TZVPD basis set",
  "total_energy_ev": -13306.0434,
  "e_lumo_ev": -0.5,
  "de_lowest_kcal_mol": 2.5,
  "gap_ev": 8.99,
  "symbols": ["C", "C", "I", "C", "O", "H", "H", "H"],
  "xyz": [[-0.5997, -1.1375, 0.0153], [0.3259, -0.1508, -0.0637], [2.3434, -0.6500, 0.0000], [0.0458, 1.2115, -0.0311], [0.8579, 2.0948, 0.0495], [-0.2406, -2.1191, 0.1497], [-1.6422, -0.7703, 0.1979], [-1.0905, 1.5215, -0.3176]]
}



(18)
{
  "formula": "C3H3IS",
  "method": "ωB97M-V with the def2-TZVPD basis set",
  "total_energy_ev": -22090.4145,
  "e_lumo_ev": [0.6, -2.4],
  "de_lowest_kcal_mol": 8.9,
  "spin_multiplicity": 3,
  "gap_ev": [7.77, 7.15],
  "symbols": ["C", "C", "C", "S", "I", "H", "H", "H"],
  "xyz": [[-2.3672, 0.6349, 1.3126], [-1.3373, 0.2482, 0.8530], [-0.1879, -0.2777, 0.4326], [-0.0403, -1.0626, -0.9759], [3.4258, -0.0241, -1.5837], [-3.1281, 1.2304, 1.7484], [0.7829, -0.1384, 1.0163], [2.8521, -0.6106, -2.8032]]
}



(19)
{
  "formula": "C3H3InLiO2",
  "method": "ωB97M-V with the def2-TZVPD basis set",
  "total_energy_ev": -12594.4591,
  "e_lumo_ev": -18.0,
  "de_lowest_kcal_mol": 44.7,
  "total_charge": 3,
  "gap_ev": 5.64,
  "symbols": ["H", "O", "C", "C", "C", "O", "In", "Li", "H", "H"],
  "xyz": [[0.2980, -2.7966, 1.0211], [-0.3629, 1.2271, 0.6843], [0.0973, 0.9123, -0.5155], [0.3331, -0.2923, -1.0680], [0.1499, -1.7219, 0.8309], [0.4502, -1.5024, -0.3868], [-0.3836, -0.0775, 2.0510], [-1.0258, 2.9787, 0.8075], [0.3669, -0.4333, -2.1435], [0.0767, 1.7058, -1.2811]]
}



(20)
{
  "formula": "C3H3InO",
  "method": "ωB97M-V with the def2-TZVPD basis set",
  "total_energy_ev": -10332.3693,
  "e_lumo_ev": [-19.1, -19.5],
  "de_lowest_kcal_mol": 2.1,
  "total_charge": 3,
  "spin_multiplicity": 2,
  "gap_ev": [6.82, 6.85],
  "symbols": ["C", "C", "H", "H", "In", "C", "O", "H"],
  "xyz": [[-3.7510, -2.0111, -0.0441], [-4.7205, -1.1186, 0.4465], [-4.4784, -0.6518, 1.4242], [-5.7971, -1.3298, 0.3743], [-3.4313, -3.7264, -1.0019], [-4.4572, 0.3864, -0.5296], [-3.4168, 0.4110, -1.1541], [-2.8827, -0.6345, -1.0085]]
}